No. 1
Molecular formula: F2O2S
Method: DFT, ωB97M-V/def2-TZVPD

Structure (XYZ):
```
5
Properties=species:S:1:pos:R:3:forces:R:3
O 0.16686 1.38314 0.48949 1.34 -1.02 -1.16
O 0.99154 -1.04377 0.44157 0.07 0.66 -0.65
F 0.00301 -0.01147 -1.56086 -0.10 -0.06 2.45
F -1.33049 -0.35817 0.58874 1.80 -0.32 -1.82
S 0.16909 0.03028 0.04105 -3.11 0.74 1.18
```
Forces are in eV/Å.

The LUMO energy comes out at -0.0020 Eh. Its energy relative to the best compared isomer or geometry (same formula, charge and spin) is 9.9 kcal per mole. As for the SMILES: O=S(=O)(F)F. The value obtained for the HOMO energy is -13.3 eV. The net charge is 0.

=====

No. 2
Molecular formula: C45H59LiN2O4S2
Method: DFT, ωB97M-V/def2-TZVPD

Structure (XYZ):
```
113
Properties=species:S:1:pos:R:3:forces:R:3
Li 0.98046 1.01090 -0.72547 0.05 -0.06 -0.09
C -2.40574 -4.63477 2.19150 -0.01 -0.02 -0.02
C -3.07297 -4.26615 0.86707 0.02 0.00 -0.02
C -2.90179 -5.44118 -0.10795 0.02 0.02 0.03
C -4.56757 -4.03797 1.13698 0.04 0.01 0.02
C -2.46005 -3.01222 0.25273 -0.15 -0.03 -0.07
C -1.46069 -2.30571 0.83517 0.04 0.11 -0.04
C -0.88437 -1.17138 0.18055 -0.07 -0.07 0.00
N 0.12709 -0.43535 0.62921 0.03 0.07 0.03
C 0.59812 -0.34336 1.86917 -0.03 0.01 -0.09
C -0.11354 -0.65778 3.06757 0.08 0.02 0.04
C 0.44935 -0.44422 4.28740 -0.03 0.00 -0.04
C 1.80119 0.05236 4.33883 -0.05 -0.02 -0.01
C 2.53679 0.41384 3.25743 0.08 0.02 0.10
C 1.91889 0.30159 1.93467 -0.12 -0.03 -0.02
O 2.45272 0.71877 0.89610 -0.05 0.11 -0.08
C 3.95121 0.97403 3.37454 -0.02 0.03 -0.01
C 4.45288 0.95675 4.82038 -0.02 0.00 -0.06
C 4.91035 0.12258 2.52947 0.02 -0.03 0.03
C 3.97601 2.42940 2.88109 -0.02 -0.03 -0.01
C -0.28036 -0.70540 5.59958 0.04 0.03 0.03
C -0.36415 0.59719 6.40952 -0.01 -0.02 -0.03
C 0.49544 -1.75600 6.40797 -0.01 -0.01 -0.01
C -1.69848 -1.22612 5.37457 0.01 0.00 0.01
C -1.30265 -0.80933 -1.17713 0.04 -0.07 0.10
O -0.69139 0.08575 -1.79288 -0.06 0.09 -0.07
C -2.44377 -1.53299 -1.73734 0.01 0.02 -0.02
C -2.95863 -2.56524 -1.02213 0.02 -0.05 0.13
C -2.99302 -1.13005 -3.10174 0.04 0.00 -0.02
C -1.91355 -1.34716 -4.17437 -0.05 0.02 0.01
C -4.21621 -1.95901 -3.49434 0.02 0.01 -0.01
C -3.42435 0.34453 -3.06797 -0.01 -0.03 -0.01
H -2.85431 -5.54924 2.58307 -0.02 0.01 0.02
H -1.33656 -4.81545 2.06983 0.02 0.00 -0.01
H -2.54184 -3.84751 2.93572 0.01 0.00 0.02
H -3.29281 -6.36135 0.33162 -0.02 0.00 0.00
H -3.42882 -5.26703 -1.04675 0.00 -0.01 -0.01
H -1.84487 -5.59213 -0.33640 0.01 -0.03 -0.01
H -5.01659 -4.94465 1.54768 -0.01 -0.01 0.01
H -4.70539 -3.23013 1.85780 -0.01 0.01 0.00
H -5.11508 -3.77744 0.23182 0.00 0.01 -0.06
H -1.02738 -2.63210 1.76788 0.01 0.00 0.01
H -1.13451 -0.99578 2.98126 -0.02 -0.01 0.01
H 2.23963 0.16898 5.32014 0.00 0.00 0.01
H 4.46336 -0.05445 5.23262 0.01 -0.01 0.02
H 5.47403 1.33972 4.84544 0.01 0.00 0.00
H 3.84807 1.59365 5.46893 -0.01 0.01 0.01
H 4.90830 -0.91384 2.87616 0.00 0.00 0.00
H 4.63331 0.14101 1.47837 -0.01 0.01 -0.01
H 5.92665 0.50968 2.63235 0.01 0.00 -0.01
H 3.31806 3.05095 3.49154 0.00 0.02 0.00
H 4.99104 2.82649 2.95778 0.01 0.00 0.02
H 3.65233 2.49636 1.84572 0.00 0.01 -0.02
H 0.62441 1.00148 6.62729 0.02 0.01 0.01
H -0.92524 1.35680 5.86132 -0.01 0.01 0.00
H -0.87146 0.41996 7.35998 0.00 -0.01 0.01
H 1.51034 -1.42807 6.63305 0.01 0.01 0.00
H -0.01054 -1.94928 7.35609 -0.01 0.00 0.01
H 0.55914 -2.69492 5.85518 0.00 -0.01 0.00
H -2.31038 -0.50717 4.82683 -0.01 0.01 -0.01
H -1.69604 -2.16857 4.82382 0.00 -0.01 -0.01
H -2.17713 -1.40420 6.33867 -0.01 0.00 0.01
H -3.78840 -3.11880 -1.44047 0.00 0.00 0.00
H -1.67339 -2.40870 -4.25992 -0.01 0.00 0.00
H -2.27977 -1.00139 -5.14522 -0.01 0.00 -0.01
H -1.00051 -0.81039 -3.92934 0.03 0.02 0.01
H -3.97417 -3.01921 -3.59211 0.00 -0.01 0.00
H -5.02475 -1.85012 -2.76867 -0.02 -0.01 -0.01
H -4.58494 -1.61451 -4.46196 -0.01 0.01 -0.01
H -2.60108 0.98366 -2.75992 0.04 0.01 0.01
H -3.76608 0.65210 -4.06005 -0.01 0.01 0.00
H -4.25004 0.48445 -2.36692 -0.01 0.00 0.01
O 2.59801 0.87758 -1.93868 0.02 -0.11 -0.08
S 3.06561 0.21567 -3.19448 -0.03 0.06 0.02
C 2.32732 1.17741 -4.54187 -0.04 0.02 0.08
C 0.85656 1.50117 -4.28245 0.01 0.03 -0.07
C 0.56921 3.00076 -4.35945 -0.02 -0.01 -0.02
C -0.80522 3.34952 -3.79500 0.07 -0.05 0.02
S -0.78679 3.70474 -2.00698 -0.06 -0.02 -0.03
O 0.16879 2.75966 -1.36913 0.15 -0.05 0.10
C 0.09486 5.26349 -2.09884 0.04 -0.06 0.04
C -0.50599 6.38284 -2.65856 0.01 0.01 0.00
C 0.19118 7.57916 -2.68561 0.01 0.00 0.00
C 1.46903 7.65119 -2.14208 0.00 -0.02 0.00
C 2.04703 6.53076 -1.56500 -0.04 0.00 -0.02
C 1.35749 5.32456 -1.53620 0.01 0.05 -0.01
C 2.11523 -1.29930 -3.34594 0.02 -0.07 0.00
C 1.99518 -1.97469 -4.55602 -0.02 0.02 0.05
C 1.31774 -3.18289 -4.59292 0.02 0.00 0.01
C 0.77390 -3.71394 -3.42921 -0.01 -0.01 -0.02
C 0.91316 -3.04190 -2.22577 0.03 0.00 0.01
C 1.59647 -1.83396 -2.17800 0.01 0.02 -0.05
H 2.51860 0.64995 -5.47570 0.00 -0.04 -0.02
H 2.94412 2.07942 -4.55000 0.00 0.00 -0.01
H 0.56763 1.14389 -3.29572 0.01 -0.02 0.01
H 0.22789 0.96831 -4.99971 -0.01 0.00 0.01
H 0.62125 3.33729 -5.39854 0.01 0.04 0.01
H 1.34106 3.55155 -3.81453 -0.01 -0.01 0.03
H -1.50842 2.52466 -3.92136 -0.01 -0.01 0.02
H -1.24110 4.23818 -4.25286 -0.01 0.02 0.00
H -1.50969 6.32726 -3.06314 -0.02 0.00 -0.01
H -0.26429 8.45804 -3.12184 0.00 0.01 -0.01
H 2.00842 8.58878 -2.15977 0.00 0.01 0.00
H 3.03381 6.59213 -1.12668 0.02 0.00 0.01
H 1.77342 4.44050 -1.07258 0.01 -0.02 0.01
H 2.42343 -1.57024 -5.46419 0.01 0.00 -0.02
H 1.21116 -3.70826 -5.53290 0.00 -0.01 0.00
H 0.23803 -4.65387 -3.46442 0.00 -0.01 0.00
H 0.48306 -3.44719 -1.31792 0.00 -0.01 0.01
H 1.71535 -1.30183 -1.24353 -0.01 0.01 0.03
N 0.16427 2.74044 2.42292 -0.07 -0.13 -0.03
C 0.71255 3.55256 1.79695 -0.02 0.17 0.03
H -0.23318 1.92144 2.84726 0.05 0.03 0.04
```
Forces are in eV/Å.

The LUMO energy (spin up / spin down) comes out at -0.0311 / -0.0309 Eh. Its energy relative to the best compared isomer or geometry (same formula, charge and spin) is 0.0 kcal per mole. The value obtained for the HOMO energy (spin up / spin down) is -6.6 / -6.7 eV. The net charge is 0.

=====

No. 3
Molecular formula: C28H51Br3F9N5O11
Method: DFT, ωB97M-V/def2-TZVPD

Structure (XYZ):
```
107
Properties=species:S:1:pos:R:3:forces:R:3
C 0.85250 -15.40903 -1.30524 -0.12 0.72 0.25
C -0.50537 -14.73470 -1.24615 3.77 0.59 -0.80
O -1.43949 -15.36507 -1.65233 -2.16 -0.04 -0.17
N -0.49236 -13.42817 -0.90717 -1.76 -0.43 0.41
C -1.73657 -12.67959 -0.88875 0.39 1.75 -1.08
H 0.80425 -16.14596 -2.10693 0.32 0.17 0.35
H 1.01168 -15.85191 -0.32207 0.35 -0.28 -0.25
H 1.62195 -14.66329 -1.50500 0.18 -0.18 0.11
H 0.32720 -12.88614 -0.67342 0.10 -0.66 -0.09
H -1.52215 -11.87168 -1.58831 -0.54 0.58 0.28
H -2.04994 -12.34440 0.09996 0.69 0.61 -0.16
H -2.65402 -13.15017 -1.24223 0.93 -0.28 -0.66
C 0.86742 -15.23644 2.23388 0.46 -0.99 -0.06
C 2.25022 -15.72086 2.61156 -2.02 2.61 -0.68
O 3.19259 -15.03626 2.33481 2.44 0.98 -0.80
N 2.34290 -16.79571 3.34291 1.04 -2.09 1.14
C 1.32005 -17.72480 3.68264 0.16 1.57 1.61
H 0.35111 -14.90371 3.13434 0.63 0.52 -0.51
H 0.32744 -16.11023 1.86923 0.20 0.88 0.20
H 0.91301 -14.49795 1.43347 0.20 0.14 0.41
H 3.29337 -17.10918 3.47867 0.01 0.17 0.13
H 1.80693 -18.68466 3.85497 -0.63 1.14 0.80
H 0.55760 -17.81721 2.90918 1.90 1.43 0.49
H 0.76976 -17.46760 4.58770 -0.05 0.59 0.46
C -2.34670 -13.09543 3.73546 1.02 4.19 1.61
C -3.42505 -12.03212 4.03564 2.63 -0.80 0.70
O -4.04117 -12.05636 5.07609 -1.11 -0.33 0.39
N -3.57258 -11.04912 3.14226 -1.61 0.97 -1.80
C -4.63741 -10.05102 3.35215 0.82 0.46 1.13
H -1.33514 -12.73252 3.55346 -0.09 0.61 -0.62
H -2.72376 -13.83404 3.02809 1.74 4.60 -0.09
H -2.25775 -13.76365 4.59202 0.69 3.62 0.62
H -2.82636 -10.72674 2.54282 -0.03 -0.62 0.07
H -5.63070 -10.39232 3.64368 0.30 -0.82 -0.31
H -4.76067 -9.36934 2.51059 0.38 -0.17 0.00
H -4.27366 -9.54208 4.24477 -0.46 0.82 -0.05
C -5.46732 -21.64780 -4.27870 0.49 -0.44 0.65
C -5.14728 -21.23671 -2.81336 -0.28 -0.14 -1.08
O -5.62507 -21.85103 -1.88966 -0.45 -0.76 0.83
N -4.30028 -20.20427 -2.64310 1.61 -1.12 2.63
C -3.58699 -19.95013 -1.36830 -3.53 -6.47 1.48
H -5.04648 -22.64436 -4.41228 0.05 -0.15 0.14
H -5.02063 -20.96589 -5.00230 -0.61 -0.83 0.20
H -6.54462 -21.76475 -4.39636 0.05 0.29 -0.03
H -4.06972 -19.68829 -3.48018 -0.08 -0.37 1.12
H -3.74026 -20.67696 -0.57060 -0.51 -1.27 -0.69
H -3.99552 -19.08775 -0.84151 -0.85 -0.91 0.17
H -2.51645 -19.83600 -1.53861 -2.19 -4.72 0.09
C -3.79252 -19.31784 -6.64069 1.34 0.78 -0.31
C -3.90386 -18.81351 -5.24079 -2.65 0.45 -0.52
O -4.89665 -19.18524 -4.59535 0.69 2.90 -1.76
N -2.95526 -17.96466 -4.81290 -0.14 0.15 -1.61
C -2.75453 -17.56856 -3.44440 -0.14 0.58 -3.74
H -3.60334 -18.46406 -7.29135 -0.07 0.02 -0.27
H -4.64587 -19.87795 -7.02303 0.27 -0.04 0.45
H -2.83916 -19.84394 -6.59142 -0.14 -0.67 -0.69
H -2.45486 -17.57095 -5.59692 0.40 0.14 0.42
H -1.69741 -17.35422 -3.28737 -0.56 -0.12 -0.59
H -3.03089 -18.40414 -2.80132 -0.91 1.38 -6.12
H -3.33449 -16.72016 -3.08113 0.75 -0.38 -1.23
C -2.95849 -19.98557 5.87551 1.23 -1.26 -0.42
C -3.18457 -18.70558 6.54103 -1.66 2.10 0.68
O -2.53546 -17.52268 5.97186 0.68 1.07 -2.28
C -2.81820 -17.10479 4.67396 -1.61 -3.06 1.08
O -3.49629 -17.74124 3.86398 1.65 2.05 1.91
C -2.14672 -15.73290 4.34589 1.28 -2.33 1.31
F -1.17443 -15.91332 3.43704 -1.18 -0.45 0.86
F -3.02034 -14.89703 3.78543 -4.00 -9.82 3.15
F -1.50844 -15.28296 5.46164 -1.14 0.12 -0.98
H -2.85018 -19.90964 4.79356 -1.89 0.34 0.96
H -3.62520 -20.77304 6.22693 -0.43 0.28 -0.34
H -1.97763 -20.40047 6.10759 0.32 0.20 0.50
H -2.95917 -18.71724 7.60741 0.82 0.14 -0.18
H -4.20814 -18.33356 6.58562 -0.52 -0.77 -0.46
C -1.43797 -20.41192 3.07702 0.11 1.13 -0.71
C -0.90472 -19.00029 2.73132 -1.28 -1.15 1.95
O -0.16771 -18.91683 1.53179 2.47 -3.88 0.60
C 1.11281 -19.25733 1.50639 0.99 -1.34 1.61
O 1.81161 -19.54568 2.48533 -1.07 -2.16 -4.95
C 1.69264 -19.22913 0.03896 -0.98 0.55 1.26
F 0.83196 -18.55479 -0.76858 4.17 -1.35 1.31
F 2.84414 -18.58848 0.05164 0.45 0.13 -0.22
F 1.88448 -20.47675 -0.39112 -0.23 0.35 -0.23
H -0.58962 -21.09564 3.10726 -0.28 -0.22 0.06
H -2.23574 -20.73133 2.40647 0.33 -0.18 -0.39
H -1.94936 -20.33300 4.03637 1.41 -0.51 -0.92
H -0.28092 -18.61455 3.53765 -1.16 -1.51 0.16
H -1.66420 -18.21943 2.69224 -0.16 -0.71 -0.57
C -2.53784 -14.31559 1.11159 -0.67 -0.52 -0.93
C -3.23402 -15.63898 1.38903 2.13 0.30 -0.48
O -2.89444 -16.49447 0.24774 1.61 -2.58 0.08
C -1.71538 -17.22970 0.21091 -0.46 3.12 2.95
O -0.84356 -17.10376 1.05975 -3.32 2.42 -3.58
C -1.49811 -18.20536 -0.95446 -0.53 -0.42 -0.32
F -2.66626 -18.42548 -1.63972 9.09 9.45 7.86
F -0.60742 -17.72758 -1.82638 -1.69 -0.39 0.05
F -1.10613 -19.44957 -0.49428 -1.28 1.48 -0.91
H -2.86036 -13.88919 0.16172 -0.07 -1.22 1.15
H -1.45878 -14.45756 1.05187 -0.08 0.09 0.49
H -2.80301 -13.58362 1.87448 0.10 -0.08 -1.90
H -4.31086 -15.48244 1.45221 0.05 -0.71 -0.28
H -2.79663 -16.05395 2.29710 -0.86 -0.58 -1.41
C -4.24538 -15.10547 -1.91139 -0.47 -0.10 0.15
Br -4.32652 -14.56768 -3.82522 -0.40 -0.20 1.08
Br -4.78922 -17.02271 -1.51259 -3.36 3.14 -0.16
Br -5.05931 -13.74878 -0.73401 -1.16 -0.52 -0.90
H -3.19572 -14.96619 -1.65277 -0.25 -0.79 -0.25
```
Forces are in eV/Å.

The LUMO energy comes out at -0.0143 Eh. As for the SMILES: CCOC(=O)C(F)(F)F.CCOC(=O)C(F)(F)F.CCOC(=O)C(F)(F)F.BrC(Br)Br.CNC(C)=O.CNC(C)=O.CNC(C)=O.CNC(C)=O.CNC(C)=O. The value obtained for the HOMO energy is -8.3 eV. The net charge is 0.

=====

No. 4
Molecular formula: C11H16NO2P
Method: DFT, ωB97M-V/def2-TZVPD

Structure (XYZ):
```
31
Properties=species:S:1:pos:R:3:forces:R:3
O -0.29823 -1.09595 1.49800 0.40 -0.74 -0.37
C -0.58077 0.00348 1.89741 -0.44 0.46 0.11
C 0.43725 0.86132 2.59860 -0.62 -0.16 0.01
P 1.75537 1.49176 1.47875 1.56 0.28 0.88
C -1.96123 0.53619 1.67683 -0.07 0.33 0.09
C -2.63716 0.23250 0.49894 -0.26 0.13 0.37
C -3.91910 0.72631 0.30605 0.16 -0.06 -0.11
C -4.53345 1.52264 1.26442 0.08 0.04 0.14
C -3.86619 1.82976 2.44407 0.29 -0.43 -0.25
C -2.58637 1.32663 2.64032 0.01 0.17 -0.11
H 0.86028 0.27597 3.40944 0.35 -0.15 -0.09
H -0.02219 1.72813 3.05853 -0.03 0.22 0.00
H 1.76486 0.64445 0.36296 -0.65 0.18 -0.17
H 1.20788 2.70380 1.02849 -0.46 -0.31 -0.45
H -2.17178 -0.38766 -0.24808 0.15 -0.09 -0.09
H -4.42160 0.47977 -0.61649 -0.19 0.06 -0.06
H -5.52903 1.90550 1.09956 -0.10 0.02 -0.07
H -4.31643 2.43383 3.21439 -0.16 0.10 0.03
H -2.07189 1.56151 3.55994 0.07 0.00 0.10
C 3.29339 -0.68137 -3.72177 0.00 0.05 0.00
C 2.50119 -0.49714 -2.44890 -0.07 0.00 0.10
O 2.12175 0.60257 -2.07741 0.03 -0.01 -0.05
N 2.21774 -1.60981 -1.72105 0.08 0.04 -0.13
C 2.58415 -2.98504 -2.00209 -0.18 0.15 0.26
H 3.43450 0.29089 -4.18292 -0.04 0.04 0.05
H 4.27091 -1.11467 -3.50739 -0.02 -0.07 -0.06
H 2.75800 -1.32735 -4.41843 0.07 -0.06 0.00
H 1.68136 -1.42450 -0.88677 -0.04 -0.05 0.03
H 1.68571 -3.59656 -2.09883 0.06 -0.07 -0.06
H 3.18685 -3.38373 -1.18460 0.04 -0.08 -0.07
H 3.15424 -3.05324 -2.92197 0.01 0.02 -0.02
```
Forces are in eV/Å.

The LUMO energy comes out at 0.0188 Eh. Its energy relative to the best compared isomer or geometry (same formula, charge and spin) is 32.9 kcal per mole. As for the SMILES: O=C(CP)c1ccccc1.CNC(C)=O. The value obtained for the HOMO energy is -8.6 eV. The net charge is 0.